This record from the Open Molecules 2025 dataset describes a molecular structure, C38H46FN2NaO2S2 in a non-equilibrium geometry. The level of theory is wB97M-V/def2-TZVPD.

Last column: Löwdin charge in e.
Atoms and positions in Å:
1 S -1.48 2.09 -1.42  0.463
2 S 1.53 0.43 -1.89  0.480
3 Na -0.07 0.10 0.20  -0.019
4 F -0.31 -1.42 1.83  0.006
5 O -0.62 -1.46 -1.12  -0.065
6 O -1.76 1.86 3.22  -0.057
7 N -2.71 0.21 1.07  0.131
8 N 1.49 0.57 2.02  0.074
9 C -2.03 -4.45 -2.52  -0.217
10 C 0.49 -1.83 5.36  -0.152
11 C -4.68 1.54 1.11  -0.029
12 C -1.67 -3.10 -2.48  -0.091
13 C -3.36 -4.05 -4.50  -0.280
14 C 1.24 -0.16 3.12  -0.284
15 C 3.94 0.78 2.10  -0.147
16 C 1.45 -0.83 5.49  -0.137
17 C 1.18 4.19 0.10  -0.078
18 C 2.54 2.70 1.65  -0.127
19 C 0.61 4.02 2.57  -0.067
20 C 4.94 2.97 1.84  -0.111
21 C 0.27 -1.21 3.06  -0.217
22 C 2.65 1.34 1.97  -0.182
23 C 1.63 1.88 -4.27  -0.187
24 C -0.36 2.26 -2.81  -0.824
25 C 3.68 3.50 1.61  -0.055
26 C -5.36 0.59 0.37  -0.088
27 C 4.14 -0.73 2.15  -0.373
28 C 4.70 -1.21 0.80  -0.058
29 C 0.81 1.61 -3.00  -0.822
30 C -2.52 2.36 2.14  -0.207
31 C -0.10 -2.01 4.10  -0.055
32 C -0.86 3.27 -3.83  -0.189
33 C -2.97 -2.72 -4.46  -0.011
34 C 5.01 -1.19 3.31  -0.078
35 C -1.73 -0.76 -3.52  -0.045
36 C -4.69 -0.56 -0.03  -0.066
37 C 1.17 3.30 1.34  -0.375
38 C -3.36 -0.70 0.35  -0.120
39 C -3.35 1.32 1.43  -0.270
40 C -0.81 -2.62 -1.36  -0.174
41 C -2.13 -2.21 -3.47  -0.161
42 C 1.81 -0.02 4.41  -0.039
43 C -1.54 -5.44 -1.48  -0.058
44 C -4.30 -4.54 -5.57  -0.064
45 C 5.06 1.60 2.05  -0.070
46 C -2.88 -4.91 -3.52  -0.033
47 H -4.00 -4.19 -6.56  0.073
48 H 3.57 4.55 1.37  0.098
49 H 1.69 3.70 -0.73  0.081
50 H -3.19 3.12 2.55  0.115
51 H -3.32 -2.04 -5.23  0.114
52 H -0.30 -3.40 -0.76  0.127
53 H -2.11 -0.30 -4.43  0.081
54 H 1.08 1.63 -5.19  0.055
55 H 1.27 4.85 2.86  0.070
56 H -6.39 0.75 0.09  0.096
57 H -1.87 3.01 -4.15  0.045
58 H 2.54 1.28 -4.25  0.022
59 H -0.93 4.27 -3.37  0.050
60 H -3.16 -5.96 -3.54  0.102
61 H 0.15 4.38 -0.22  0.052
62 H -1.24 1.11 2.92  0.061
63 H 5.09 -2.28 3.33  0.070
64 H -1.88 2.84 1.38  0.080
65 H 1.67 5.16 0.30  0.062
66 H 6.03 -0.79 3.23  0.061
67 H 0.51 3.34 3.42  0.072
68 H 0.51 2.47 1.12  0.084
69 H -5.16 2.46 1.41  0.105
70 H 0.21 -2.45 6.20  0.071
71 H -2.79 -1.57 0.04  0.098
72 H 3.16 -1.20 2.27  0.116
73 H -5.17 -1.32 -0.63  0.096
74 H 5.82 3.60 1.79  0.079
75 H -0.38 4.43 2.35  0.068
76 H -2.07 -0.17 -2.66  0.030
77 H -0.22 3.36 -4.71  0.035
78 H 4.60 -0.87 4.27  0.066
79 H 1.92 -0.66 6.45  0.084
80 H -4.32 -5.63 -5.60  0.065
81 H 4.05 -0.89 -0.02  0.072
82 H 1.93 2.94 -4.36  0.057
83 H -0.64 -0.63 -3.48  0.067
84 H -0.45 -5.51 -1.46  0.080
85 H -0.85 -2.77 3.93  0.104
86 H -1.85 -5.18 -0.47  0.082
87 H 4.78 -2.30 0.78  0.069
88 H 6.05 1.16 2.15  0.094
89 H 5.69 -0.79 0.63  0.071
90 H -1.93 -6.44 -1.70  0.065
91 H -5.32 -4.19 -5.40  0.076
92 H 2.56 0.76 4.54  0.107

Total charge: -2
F_max, eV Å⁻¹: 1.03
Lowest unoccupied orbital energy, eV: 3.62
HOMO level, eV: 0.248

This record from the Open Molecules 2025 dataset describes a molecular structure, C38H47BF4IrP2S3Si. The level of theory is wB97M-V/def2-TZVPD.

Last column: Mulliken spin population.
Atoms and positions in Å:
1 Ir 0.79 0.68 0.55  0.844
2 S 1.21 2.84 3.17  0.230
3 S -0.92 1.07 -1.15  0.121
4 S 0.70 -0.10 3.33  0.594
5 P -1.69 -0.57 2.12  0.246
6 P -2.51 -0.14 -0.74  -0.034
7 Si 2.73 1.23 -0.83  0.517
8 F 2.30 -3.61 1.54  0.003
9 F 1.12 -1.92 0.54  0.255
10 F 1.85 -3.72 -0.69  -0.001
11 F 0.17 -3.98 0.82  -0.003
12 C -2.22 1.82 3.47  0.039
13 C -3.95 0.66 -1.53  0.035
14 C -1.41 -2.51 4.13  0.004
15 C -2.45 -4.57 2.60  0.002
16 C -1.01 -3.73 -1.87  -0.010
17 C -2.03 -4.29 -2.64  0.017
18 C 3.46 3.83 0.29  0.033
19 C -2.33 -1.74 -1.59  0.089
20 C -6.12 1.95 -2.69  0.003
21 C -1.17 -2.46 -1.35  -0.043
22 C 2.67 0.49 -2.66  0.002
23 C -3.99 2.15 5.07  0.015
24 C -5.03 1.04 -0.74  0.039
25 C 4.02 0.46 -3.39  0.013
26 C -2.00 -4.83 3.88  0.014
27 C -3.36 -2.31 -2.34  0.009
28 C 3.78 3.67 -2.15  0.017
29 C 1.51 3.79 -1.17  0.016
30 C -1.48 -3.79 4.65  -0.004
31 C 2.15 -0.94 -2.59  0.054
32 C -5.04 1.57 -3.47  0.004
33 C -4.34 0.82 4.95  -0.008
34 C -2.93 2.65 4.33  -0.010
35 C -3.65 -0.01 4.09  0.037
36 C -6.11 1.69 -1.32  0.013
37 C 0.84 1.38 2.48  0.374
38 C 1.70 1.23 -3.60  0.013
39 C 2.91 3.18 -0.99  0.020
40 C -3.95 0.94 -2.89  0.004
41 C 4.24 0.80 1.58  0.060
42 C 5.68 1.07 -0.41  0.016
43 C -2.96 -0.56 0.86  0.987
44 C -1.87 -2.25 2.84  0.060
45 C -2.58 0.48 3.35  0.056
46 C 4.41 -1.01 -0.03  0.053
47 C -2.39 -3.29 2.08  0.060
48 C 4.34 0.52 0.07  0.020
49 C -3.20 -3.58 -2.87  -0.004
50 B 1.37 -3.33 0.57  0.191
51 H 2.88 3.56 1.17  -0.007
52 H 2.71 -1.59 -1.92  0.003
53 H -3.10 0.66 -3.50  0.002
54 H 3.50 -1.48 0.33  -0.016
55 H 2.17 -1.39 -3.59  0.000
56 H 0.70 1.33 -3.17  0.010
57 H 2.05 2.22 -3.89  -0.001
58 H -6.97 2.45 -3.14  0.000
59 H -2.64 3.69 4.42  0.000
60 H -1.39 2.22 2.91  -0.027
61 H -0.10 -4.28 -1.65  -0.001
62 H 5.16 0.45 2.07  -0.001
63 H 1.60 0.64 -4.52  -0.001
64 H -2.03 -5.83 4.29  0.001
65 H 6.49 0.58 0.16  0.003
66 H 4.47 1.44 -3.50  -0.003
67 H 4.50 3.57 0.48  0.001
68 H -1.91 -5.29 -3.05  0.002
69 H -5.04 1.78 -4.53  0.000
70 H -0.38 -2.04 -0.73  0.038
71 H -2.74 -3.09 1.07  0.005
72 H -3.99 -4.02 -3.46  -0.001
73 H 3.38 3.39 -3.13  0.001
74 H 1.01 3.44 -2.07  0.006
75 H -6.96 1.98 -0.71  0.000
76 H 5.87 0.89 -1.46  -0.003
77 H 5.78 2.14 -0.23  0.001
78 H -4.54 2.80 5.75  0.001
79 H 3.42 4.92 0.18  0.000
80 H 3.87 0.05 -4.40  0.001
81 H 3.82 4.77 -2.13  0.000
82 H 3.41 0.25 2.03  -0.042
83 H 4.59 -1.37 -1.04  0.001
84 H 0.87 3.55 -0.32  -0.015
85 H 4.80 3.31 -2.09  -0.002
86 H -5.02 0.80 0.31  -0.010
87 H 5.23 -1.37 0.59  0.000
88 H -3.93 -1.05 3.98  0.010
89 H -4.28 -1.77 -2.50  0.003
90 H -0.99 -1.71 4.72  0.002
91 H 4.75 -0.19 -2.90  0.000
92 H -1.11 -3.98 5.65  -0.001
93 H 1.59 4.88 -1.23  -0.001
94 H -5.17 0.42 5.53  -0.001
95 H -2.83 -5.38 1.98  0.001
96 H 1.12 -0.95 -2.25  -0.030
97 H 4.10 1.84 1.83  0.007

Total charge: -2
F_max, eV Å⁻¹: 0.68
Lowest unoccupied orbital energy (spin up / spin down), eV: 4.13 / 3.91
HOMO level (spin up / spin down), eV: -0.373 / -2.181
2S+1: 6
⟨S²⟩: 8.78

This record from the Open Molecules 2025 dataset describes a molecular structure, C38H47BN6PPdS2Si in a non-equilibrium geometry. The level of theory is wB97M-V/def2-TZVPD.

Last column: Löwdin charge in e.
Atoms and positions in Å:
1 Pd -1.12 -0.60 -0.42  0.476
2 S 0.04 -2.77 -0.63  0.639
3 S -3.50 -2.05 -0.76  0.701
4 P -0.02 2.37 0.39  1.162
5 Si 3.39 -0.36 -1.40  0.551
6 N -4.86 -2.88 1.45  -0.141
7 N -1.13 -3.67 -2.93  -0.111
8 N -0.53 -0.56 1.87  0.156
9 N 1.41 -0.07 0.74  -0.075
10 N -3.24 -4.24 0.94  0.017
11 N -1.78 -4.75 -1.16  -0.024
12 C -5.84 -1.80 1.38  -0.039
13 C 2.71 0.63 2.97  -0.182
14 C 2.46 3.13 2.58  -0.006
15 C 2.66 -0.79 0.34  -0.290
16 C 0.94 6.87 -0.04  -0.063
17 C 1.47 1.40 0.98  -0.267
18 C 3.93 -0.06 2.40  -0.038
19 C -0.48 -2.69 -3.79  -0.026
20 C 2.04 0.06 -2.62  -0.158
21 C -2.25 0.85 -2.75  -0.045
22 C 2.18 1.75 2.08  -0.197
23 C -1.24 -0.49 2.99  -0.204
24 C -4.87 -3.88 2.40  -0.056
25 C -3.85 -3.10 0.55  -0.669
26 C 0.78 -0.44 1.92  -0.209
27 C -3.86 -4.71 2.08  -0.066
28 C 1.87 5.97 -0.54  -0.038
29 C -0.39 5.03 0.73  -0.105
30 C 4.27 -1.90 -1.97  -0.166
31 C -0.06 2.54 -2.48  -0.104
32 C -0.20 6.40 0.60  -0.074
33 C -2.03 -4.64 -3.35  -0.037
34 C -1.83 1.21 -1.44  -0.436
35 C -2.43 -5.30 -2.25  -0.051
36 C 2.78 3.69 -0.96  -0.073
37 C 0.70 -0.15 4.36  0.052
38 C 3.84 -0.73 1.26  -0.101
39 C 1.56 -0.42 3.18  -0.134
40 C 1.69 4.59 -0.43  -0.292
41 C 4.63 1.03 -1.18  -0.168
42 C -2.69 -0.70 2.88  0.008
43 C -1.64 1.36 -3.86  -0.062
44 C -1.00 -3.75 -1.59  -0.753
45 C -0.60 1.99 -1.32  -0.302
46 C -2.66 0.93 -0.32  -0.128
47 C -0.58 2.25 -3.73  -0.059
48 C 0.53 4.12 0.21  -0.354
49 C -0.64 -0.17 4.26  0.022
50 B -2.06 -5.13 0.32  -0.433
51 H 3.63 -2.78 -1.87  0.039
52 H 0.77 3.22 -2.41  0.092
53 H 3.48 3.18 2.97  0.100
54 H -2.94 -0.97 1.85  0.043
55 H 1.18 0.05 5.31  0.141
56 H -3.12 -6.12 -2.14  0.127
57 H -3.65 0.55 -0.51  0.021
58 H 2.76 6.34 -1.03  0.120
59 H 2.09 -0.62 -3.47  0.041
60 H 5.63 0.62 -1.04  0.042
61 H -1.02 -2.64 -4.73  0.095
62 H 2.47 2.65 -1.00  0.030
63 H -5.51 -1.09 0.63  0.044
64 H -2.53 1.50 0.59  0.032
65 H -5.59 -3.92 3.20  0.123
66 H -1.07 -4.96 0.99  0.053
67 H 4.84 -0.06 2.98  0.117
68 H -3.20 0.23 3.15  0.121
69 H 3.10 4.00 -1.95  0.098
70 H -2.46 -6.27 0.33  0.075
71 H -3.01 -1.47 3.58  0.115
72 H 1.78 3.37 3.41  0.107
73 H -5.92 -1.31 2.35  0.090
74 H -6.82 -2.19 1.10  0.099
75 H 1.10 7.93 -0.15  0.110
76 H 2.36 -1.84 0.24  0.066
77 H 0.56 -2.97 -3.98  0.095
78 H 4.65 1.67 -2.07  0.041
79 H 5.19 -2.09 -1.41  0.035
80 H -0.93 7.09 1.01  0.108
81 H -2.00 1.09 -4.85  0.114
82 H -0.50 -1.73 -3.30  0.044
83 H -3.54 -5.62 2.55  0.125
84 H 2.04 -1.40 3.35  0.196
85 H 1.06 -0.04 -2.16  -0.012
86 H 2.33 3.90 1.82  0.059
87 H 4.40 1.66 -0.31  0.012
88 H -1.27 0.00 5.12  0.133
89 H -0.14 2.72 -4.61  0.114
90 H 3.66 3.75 -0.31  0.090
91 H -3.12 0.20 -2.83  0.107
92 H 4.71 -1.29 0.90  0.117
93 H 4.54 -1.79 -3.02  0.042
94 H 2.14 1.08 -3.00  0.029
95 H 2.97 1.05 3.95  0.143
96 H -2.31 -4.75 -4.39  0.123
97 H -1.27 4.66 1.23  0.094

Total charge: +1
F_max, eV Å⁻¹: 2.63
Lowest unoccupied orbital energy, eV: -4.98
HOMO level, eV: -9.063